1.
Below is a cluster of 4 separate species, CH11NO3 in total in a non-equilibrium geometry, with properties calculated with wB97M-V/def2-TZVPD.

Properties
E = -8846.2448 eV
2S+1 = 2
HOMO-LUMO gap (spin up / spin down) = 2.83 / 9.96 eV
Expectation value of S² = 0.7504
Energy above the lowest of the compared OMol25 structures with the same formula, charge and spin = 17.8 kcal per mole
Net charge = -1

Last column: Mulliken spin population.
Positions of all 16 atoms, in Å:
C 1.866 0.764 2.894  0.98
N 1.338 1.787 1.983  0.47
H 1.451 0.711 3.971  -0.13
H 1.803 -0.259 2.628  -0.36
H 2.907 1.018 2.859  -0.17
H 1.186 2.742 2.362  -0.21
H 0.378 1.616 1.573  -0.11
H -0.067 -1.072 -1.099  -0.21
H -0.960 -1.522 -2.402  -0.24
O -0.853 -0.928 -1.649  0.86
H -3.212 -2.003 -1.879  -0.06
H -3.570 -0.951 -0.883  -0.10
O -3.974 -1.495 -1.601  0.28
H 2.062 0.610 -0.488  0.06
H 1.845 0.663 -1.993  -0.33
O 1.778 0.092 -1.236  0.26

=====

2.
Below is a cluster of 5 separate species, CH11NO4 in total in a non-equilibrium geometry, with properties calculated with wB97M-V/def2-TZVPD.

Properties
E = -10894.8792 eV
HOMO-LUMO gap = 10.24 eV
Structure (SMILES) = C=N.O.O.O.O
Energy above the lowest of the compared OMol25 structures with the same formula, charge and spin = 26.4 kcal per mole
Net charge = 0

Last column: natural (NBO) charge in e.
Positions of all 17 atoms, in Å:
C -1.166 1.968 -0.036  -0.04
N -0.965 0.970 -0.779  -0.66
H -1.405 2.940 -0.479  0.14
H -1.193 2.017 1.052  0.19
H -0.795 0.127 -0.222  0.36
H 0.332 -2.114 1.728  0.47
H 0.945 -1.405 0.563  0.50
O 0.241 -1.258 1.256  -1.01
H 2.076 -1.213 -1.238  0.49
H 1.236 -2.390 -1.445  0.49
O 1.812 -2.013 -0.772  -0.94
H -0.687 0.305 2.581  0.50
H 0.081 1.343 3.432  0.47
O -0.733 1.182 2.967  -0.96
H 0.250 0.539 -2.588  0.49
H -0.299 -0.571 -3.394  0.47
O 0.268 -0.425 -2.625  -0.97